Version 1
{"formula": "C6H13NO", "method": "ωB97M-V/def2-TZVPD", "species": ["C", "C", "C", "N", "C", "C", "C", "O", "H", "H", "H", "H", "H", "H", "H", "H", "H", "H", "H", "H", "H"], "coordinates": [[1.42633, -0.37836, -2.67227], [1.46576, -0.22133, -1.13995], [0.17122, -0.72051, -0.45619], [-0.38469, 0.37665, 0.39910], [0.51157, 0.72563, 1.59690], [-1.71094, -0.23347, 0.90928], [-2.13386, 0.77789, 1.97365], [-2.21805, 1.95497, 1.57869], [0.77430, 0.33653, -3.15048], [2.34958, -0.15725, -3.24319], [1.04436, -1.35721, -2.98280], [1.45073, 0.88350, -0.96505], [2.40513, -0.62998, -0.85917], [-0.62396, -1.00458, -1.12310], [0.23068, -1.69407, 0.10715], [-0.38834, 0.87876, 2.37037], [1.19052, -0.08582, 1.85972], [1.07257, 1.63906, 1.44253], [-1.37351, -1.17754, 1.37487], [-2.52756, -0.29093, 0.19104], [-2.73185, 0.37806, 2.78892]], "multiplicity": 1, "total_charge": 0, "smiles": "CCCN(C)CC=O", "molar_mass_g_mol": 115.18}



Version 2
{"formula": "C6H13NO", "method": "ωB97M-V/def2-TZVPD", "species": ["C", "C", "C", "C", "H", "H", "H", "H", "H", "H", "H", "H", "C", "N", "C", "O", "H", "H", "H", "H", "H"], "coordinates": [[1.63798, 0.44759, 2.45485], [1.86556, 0.37240, 1.12877], [1.81841, 1.60701, 0.23928], [2.15079, -0.93755, 0.41971], [1.68550, -0.43301, 3.07183], [1.42802, 1.42563, 2.93453], [2.75345, 1.72374, -0.32899], [1.66600, 2.50911, 0.82513], [0.99980, 1.47770, -0.48557], [2.22353, -1.78345, 1.12692], [3.09649, -0.87838, -0.10373], [1.37869, -1.13357, -0.34495], [-2.51324, 0.57868, -1.56825], [-3.03054, -0.75596, -1.27860], [-2.26310, -1.71636, -0.67110], [-1.11614, -1.51573, -0.26194], [-1.89688, 0.89940, -0.72241], [-3.30948, 1.27858, -1.69087], [-1.86122, 0.58170, -2.47755], [-3.91246, -1.07188, -1.67522], [-2.80116, -2.67564, -0.59184]], "multiplicity": 1, "total_charge": 0, "smiles": "C=C(C)C.CNC=O", "molar_mass_g_mol": 115.18}



Version 3
{"formula": "C6H13NO", "method": "ωB97M-V/def2-TZVPD", "species": ["C", "C", "C", "N", "O", "H", "H", "H", "H", "H", "H", "H", "H", "H", "C", "C", "C", "H", "H", "H", "H"], "coordinates": [[1.76719, -0.43398, -0.10837], [0.01120, -1.46371, -1.92768], [1.91567, -1.14013, 1.23572], [1.25538, 0.91480, -0.05018], [-0.54917, -0.36010, -2.39690], [-1.20528, -0.02196, -1.75620], [2.71901, -0.43454, -0.64636], [1.98065, 1.56906, 0.22810], [0.48471, 0.99454, 0.60577], [0.75618, -1.76075, -2.70120], [1.01053, -1.04415, -0.72356], [0.96614, -1.14035, 1.76921], [2.23483, -2.16947, 1.08832], [2.66280, -0.63874, 1.85200], [-2.41671, 1.95934, 0.60980], [-2.22701, 0.53878, 0.40209], [-2.05641, -0.64204, 0.29331], [-3.35936, 2.28367, 0.16689], [-2.46332, 2.16031, 1.68090], [-1.59647, 2.50732, 0.14629], [-1.89056, -1.67788, 0.23205]], "multiplicity": 1, "total_charge": 0, "molar_mass_g_mol": 115.18}



Version 4
{"formula": "C6H13NO", "method": "ωB97M-V/def2-TZVPD", "species": ["C", "C", "C", "C", "C", "O", "N", "C", "H", "H", "H", "H", "H", "H", "H", "H", "H", "H", "H", "H", "H"], "coordinates": [[0.79527, 1.18171, 2.53969], [-0.32843, 1.18591, 1.46656], [-0.58557, -0.16726, 0.79421], [-0.36921, -0.11231, -0.70154], [-1.65222, 0.27091, -1.46517], [-2.55986, 0.81027, -0.87497], [0.02367, -1.39803, -1.29514], [1.15263, -1.45896, -2.19743], [1.18862, 2.16908, 2.78439], [1.69015, 0.58720, 2.33671], [0.34548, 0.76867, 3.44084], [0.01425, 1.94480, 0.76186], [-1.23123, 1.56872, 1.93648], [-1.61910, -0.45600, 0.97414], [0.09033, -0.93329, 1.17804], [0.32148, 0.68805, -0.99404], [-1.73083, 0.07932, -2.54332], [0.07990, -2.19693, -0.67021], [1.33560, -2.50586, -2.44856], [2.12297, -1.05768, -1.87351], [0.91612, -0.96829, -3.14904]], "multiplicity": 1, "total_charge": 0, "smiles": "CCC[C@H](C=O)NC", "molar_mass_g_mol": 115.18}



Most stable to least stable, the ends of the list are version 2 and version 3.



Version 1
{"formula": "C3H14N2O2", "method": "ωB97M-V/def2-TZVPD", "species": ["C", "C", "N", "C", "N", "H", "H", "H", "H", "H", "H", "H", "H", "H", "H", "O", "H", "H", "O", "H", "H"], "coordinates": [[0.29896, 2.65433, -0.66385], [0.64709, 1.15417, -0.84081], [-0.12348, 0.59617, 0.36205], [0.58553, -0.52061, 0.78237], [0.39153, -1.01625, 2.15567], [0.82506, 2.98052, 0.25756], [0.75930, 3.24428, -1.47530], [-0.86430, 2.89923, -0.50937], [1.67603, 0.77998, -0.69525], [0.24002, 0.74174, -1.75985], [-0.25797, 1.27537, 1.10116], [0.18301, -1.25272, 0.09792], [1.63902, -0.45427, 0.72122], [-0.60862, -1.35723, 2.19806], [0.49874, -0.16928, 2.79170], [2.79028, -3.72304, -2.85410], [2.19400, -3.19068, -2.29957], [3.34768, -4.29985, -2.26593], [-5.02064, -0.38034, 0.77003], [-4.76318, -0.23117, 1.77848], [-4.43804, 0.26966, 0.34779]], "multiplicity": 1, "total_charge": 0, "smiles": "CCNCN.O.O", "molar_mass_g_mol": 110.16}



Version 2
{"formula": "C3H14N2O2", "method": "ωB97M-V/def2-TZVPD", "species": ["C", "C", "N", "C", "N", "H", "H", "H", "H", "H", "H", "H", "H", "H", "H", "O", "H", "H", "O", "H", "H"], "coordinates": [[-1.13792, -1.17218, -0.93794], [0.11951, -0.32897, -1.16234], [0.63240, 0.31662, 0.04106], [-0.26217, 0.63113, -2.25907], [0.87670, 1.27304, -2.97212], [-2.09203, -0.65459, -0.76572], [-1.16752, -1.85075, -1.77455], [-1.02445, -1.71015, 0.04883], [0.97076, -1.02501, -1.49342], [0.24400, 1.20510, 0.25316], [0.56595, -0.24301, 0.86524], [-0.84867, 1.44301, -1.82702], [-0.93961, 0.15119, -3.00616], [1.71408, 0.69903, -2.94576], [1.08475, 2.13823, -2.44948], [1.27340, -0.56380, 3.56771], [1.85974, -1.34911, 3.26423], [1.33593, 0.07776, 2.84808], [-1.35880, 0.32971, 3.81887], [-1.37542, -0.01136, 2.92231], [-0.47065, 0.64415, 3.96408]], "multiplicity": 1, "total_charge": 0, "smiles": "C[C@H](N)CN.O.O", "molar_mass_g_mol": 110.16}



Version 3
{"formula": "C3H14N2O2", "method": "ωB97M-V/def2-TZVPD", "species": ["C", "N", "C", "C", "N", "H", "H", "H", "H", "H", "H", "H", "H", "H", "H", "O", "H", "H", "O", "H", "H"], "coordinates": [[0.25371, 0.71355, 2.00267], [-0.60645, -0.53010, 1.98739], [-0.06947, -1.42897, 1.04924], [0.35711, -1.09569, -0.39745], [-0.69026, -0.73867, -1.45370], [1.19924, 0.65628, 2.35794], [0.18185, 1.24953, 0.98382], [-0.41822, 1.41684, 2.70125], [-0.65534, -0.97230, 2.94988], [-0.91415, -2.34648, 1.02182], [0.71388, -2.18057, 1.48305], [1.15908, -1.76545, -0.70880], [0.76615, -0.05298, -0.29719], [-1.52674, -0.61392, -0.98557], [-0.81616, -1.43157, -2.17444], [1.39958, 0.77587, -3.06888], [0.56994, 1.42695, -3.35575], [0.73726, 0.06467, -2.88991], [-0.62623, 2.53746, -0.54940], [-0.00468, 2.63054, 0.02124], [-1.01011, 1.68501, -0.67722]], "multiplicity": 1, "total_charge": 0, "smiles": "CNCCN.O.O", "molar_mass_g_mol": 110.16}



Version 4
{"formula": "C3H14N2O2", "method": "ωB97M-V/def2-TZVPD", "species": ["N", "C", "C", "C", "N", "H", "H", "H", "H", "H", "H", "H", "H", "H", "H", "O", "H", "H", "O", "H", "H"], "coordinates": [[-0.26137, 2.16932, 1.50528], [-0.58276, 0.71749, 1.52521], [0.50111, -0.15570, 0.92812], [0.18625, -1.63699, 0.74090], [1.39305, -2.15826, 0.02479], [0.69492, 2.22605, 1.83510], [-0.93179, 2.64586, 2.09771], [-1.54010, 0.44239, 1.02404], [-0.86119, 0.52369, 2.58456], [0.84565, 0.19038, -0.02480], [1.41857, -0.13003, 1.55578], [-0.65495, -1.75999, 0.01147], [-0.00425, -2.09344, 1.72988], [1.44768, -3.14777, 0.24221], [1.21501, -2.17491, -0.98126], [-0.88544, 1.55892, -1.81474], [-0.61273, 1.74190, -0.91011], [-0.85380, 2.37386, -2.32071], [-0.08899, -0.81141, -3.32352], [0.27880, -0.04488, -3.76517], [-0.70368, -0.47646, -2.66473]], "multiplicity": 1, "total_charge": 0, "smiles": "NCCCN.O.O", "molar_mass_g_mol": 110.16}



Most stable to least stable, the ends of the list are version 4 and version 3.



Version 1
{"formula": "C2H3NO2", "method": "ωB97M-V/def2-TZVPD", "species": ["C", "N", "C", "O", "O", "H", "H", "H"], "coordinates": [[-0.97978, -0.35572, 0.42325], [-0.44768, -0.16658, -0.74757], [1.35986, 0.18266, -0.19638], [1.42274, -0.33855, 0.91493], [1.86571, 0.95046, -0.92879], [-0.67099, 0.68338, -1.25465], [-1.59533, 0.38858, 0.93034], [-0.95453, -1.34422, 0.85887]], "multiplicity": 1, "total_charge": 0, "molar_mass_g_mol": 73.05}



Version 2
{"formula": "C2H3NO2", "method": "ωB97M-V/def2-TZVPD", "species": ["O", "C", "C", "N", "O", "H", "H", "H"], "coordinates": [[-2.20451, -0.01043, 0.03498], [-1.00306, -0.17689, -0.08254], [0.16585, -1.03812, 0.13566], [0.17278, 0.32931, -0.45740], [0.89654, 1.53323, 0.11649], [0.34414, -1.07778, 1.21169], [0.37789, -1.75543, -0.50477], [1.25037, 2.19611, -0.45411]], "multiplicity": 1, "total_charge": 0, "smiles": "O=C1CN1O", "molar_mass_g_mol": 73.05}



Most stable to least stable, the ends of the list are version 1 and version 2.



Version 1
{"formula": "C2H3NO2", "method": "ωB97M-V/def2-TZVPD", "species": ["C", "C", "N", "O", "O", "H", "H", "H"], "coordinates": [[1.15890, -0.83788, 0.04895], [-1.77269, 0.61936, 0.08116], [0.93405, 0.42383, 0.07795], [1.74112, 1.34930, 0.05979], [-2.26730, -0.39763, 0.11093], [2.03802, -1.37458, 0.28914], [0.25338, -1.39019, -0.18632], [-2.08548, 1.60780, -0.48159]], "multiplicity": 1, "total_charge": 0, "molar_mass_g_mol": 73.05}



Version 2
{"formula": "C2H3NO2", "method": "ωB97M-V/def2-TZVPD", "species": ["C", "C", "N", "O", "O", "H", "H", "H"], "coordinates": [[-0.15095, 0.95611, 0.02835], [-0.54632, -0.57710, 0.03321], [1.79988, -0.12450, 0.04959], [0.75829, -1.16438, -0.00932], [1.14433, 0.97118, -0.04044], [-0.71458, 1.85056, 0.06855], [-1.16830, -1.07989, 0.82005], [-1.12235, -0.83197, -0.95000]], "multiplicity": 1, "total_charge": 0, "molar_mass_g_mol": 73.05}



Version 3
{"formula": "C2H3NO2", "method": "ωB97M-V/def2-TZVPD", "species": ["N", "C", "O", "H", "C", "O", "H", "H"], "coordinates": [[1.15313, -2.10993, 0.73940], [0.96520, -3.23326, 0.46364], [0.72069, -4.31891, 0.10419], [2.04942, -1.64102, 1.12611], [-0.76843, 0.73212, 0.14348], [-0.58685, -0.41779, 0.45703], [-0.52428, 1.69721, 0.51904], [-1.31839, 0.83839, -0.81064]], "multiplicity": 1, "total_charge": 0, "smiles": "N=C=O.C=O", "molar_mass_g_mol": 73.05}



Most stable to least stable, the ends of the list are version 3 and version 2.



Version 1
{"formula": "C2H3NO2", "method": "ωB97M-V/def2-TZVPD", "species": ["C", "C", "N", "O", "O", "H", "H", "H"], "coordinates": [[-1.36914, -1.21676, 0.65757], [1.34215, 1.30250, -0.66255], [-0.27328, -1.04966, 0.16968], [1.95778, 2.32113, -0.85374], [0.13713, 1.03646, -0.53536], [-1.61355, -2.24637, 0.95416], [-2.16169, -0.49914, 0.85210], [1.98060, 0.35185, -0.58186]], "multiplicity": 1, "total_charge": 0, "molar_mass_g_mol": 73.05}



Version 2
{"formula": "C2H3NO2", "method": "ωB97M-V/def2-TZVPD", "species": ["C", "C", "N", "O", "O", "H", "H", "H"], "coordinates": [[-0.24570, -0.72319, -0.36539], [-0.25431, 0.73004, -0.08695], [1.78607, -0.21628, 0.22373], [1.05629, 0.97272, 0.44550], [0.92622, -1.14518, -0.13009], [-1.85894, -2.09831, 0.42185], [-0.45262, 1.35299, -1.04419], [-0.95702, 1.12722, 0.53555]], "multiplicity": 1, "total_charge": 0, "molar_mass_g_mol": 73.05}



Version 3
{"formula": "C2H3NO2", "method": "ωB97M-V/def2-TZVPD", "species": ["H", "N", "C", "C", "O", "O", "H", "H"], "coordinates": [[-1.49779, -0.40223, 1.96931], [-0.77292, -0.43714, 1.30315], [-0.77570, 0.33914, 0.33809], [0.50420, 0.19207, -0.55470], [0.59445, 1.04856, -1.39304], [1.29782, -0.86618, -0.37271], [-1.29231, 1.15417, -0.18800], [1.94227, -1.02840, -1.10211]], "multiplicity": 1, "total_charge": 0, "smiles": "[H]/N=C/C(=O)O", "molar_mass_g_mol": 73.05}



Most stable to least stable, the ends of the list are version 3 and version 2.



Version 1
{"formula": "C2H3NO2", "method": "ωB97M-V/def2-TZVPD", "species": ["C", "C", "N", "O", "O", "H", "H", "H"], "coordinates": [[0.15397, 1.51462, 0.11109], [-0.15155, 0.11751, 0.36268], [-0.21094, -2.24771, -0.19440], [0.43619, 2.35050, 0.95110], [-0.31912, -0.66325, -0.60958], [0.33922, 1.88017, -0.95241], [-0.26586, -0.36256, 1.39509], [0.01809, -2.58928, -1.06358]], "multiplicity": 1, "total_charge": 0, "molar_mass_g_mol": 73.05}



Version 2
{"formula": "C2H3NO2", "method": "ωB97M-V/def2-TZVPD", "species": ["N", "C", "O", "C", "O", "H", "H", "H"], "coordinates": [[-1.22963, -0.29648, 0.44229], [-0.28480, 0.59391, 0.07692], [-0.41964, 1.73803, -0.23762], [1.64397, -0.14545, -0.94281], [1.00031, -0.00838, 0.19988], [-2.19481, -0.02145, 0.35268], [-1.00154, -1.26937, 0.56106], [2.61135, -0.57911, -0.58936]], "multiplicity": 1, "total_charge": 0, "molar_mass_g_mol": 73.05}



Most stable to least stable, the ends of the list are version 2 and version 1.